No. 1
{"formula": "C4H7ClS", "method": "ωB97M-V/def2-TZVPD", "de_lowest_kcal_mol": 21.5, "homo_lumo_gap_ha": 0.36901, "smiles": "C/C=C(/Cl)CS", "total_charge": 0, "energy_ev": -27617.776, "spin_multiplicity": 1, "lumo_energy_ev": 0.73, "elements": ["C", "C", "C", "Cl", "C", "S", "H", "H", "H", "H", "H", "H", "H"], "coordinates": [[-1.494, 2.164, -0.089], [-1.501, 0.614, -0.084], [-0.515, -0.127, 0.229], [-0.860, -1.781, -0.106], [0.824, 0.211, 0.808], [2.137, 0.207, -0.276], [-1.418, 2.536, -1.100], [-0.717, 2.496, 0.506], [-2.498, 2.655, 0.180], [-2.227, 0.133, -0.652], [1.003, -0.485, 1.596], [0.600, 1.046, 1.405], [1.798, 1.407, -0.887]], "nbo_charge": [-0.64, -0.20, -0.01, -0.03, -0.64, 0.05, 0.22, 0.20, 0.22, 0.21, 0.25, 0.23, 0.12]}


No. 2
{"formula": "C24H26N4O4S", "method": "ωB97M-V/def2-TZVPD", "de_lowest_kcal_mol": 27.8, "homo_lumo_gap_ha": 0.29307, "smiles": "CCOCCCNC(=O)c1ccc(Cn2c(=S)[nH]c3c([nH]c4ccc(OC)cc43)c2=O)cc1", "total_charge": 0, "energy_ev": -50297.150, "spin_multiplicity": 1, "lumo_energy_ev": -0.02, "elements": ["C", "C", "O", "C", "C", "C", "N", "C", "O", "C", "C", "C", "C", "C", "N", "C", "S", "N", "C", "C", "N", "C", "C", "C", "C", "O", "C", "C", "C", "C", "O", "C", "C", "H", "H", "H", "H", "H", "H", "H", "H", "H", "H", "H", "H", "H", "H", "H", "H", "H", "H", "H", "H", "H", "H", "H", "H", "H", "H"], "coordinates": [[-0.816, 4.686, -5.818], [-0.360, 4.681, -4.368], [-1.468, 5.009, -3.554], [-1.266, 4.830, -2.175], [-0.302, 5.846, -1.548], [-0.397, 5.866, -0.021], [0.004, 4.616, 0.580], [1.227, 4.444, 1.144], [2.038, 5.344, 1.235], [1.496, 3.066, 1.651], [0.497, 2.229, 2.140], [0.816, 0.970, 2.610], [2.131, 0.519, 2.594], [2.458, -0.860, 3.103], [1.638, -1.883, 2.463], [1.935, -2.212, 1.165], [3.167, -1.519, 0.316], [1.180, -3.165, 0.552], [0.153, -3.789, 1.200], [-0.137, -3.440, 2.510], [-1.196, -4.188, 2.953], [-1.590, -5.019, 1.946], [-2.611, -5.966, 1.905], [-2.785, -6.673, 0.743], [-1.968, -6.467, -0.391], [-2.276, -7.255, -1.457], [-1.510, -7.126, -2.631], [-0.955, -5.531, -0.365], [-0.764, -4.800, 0.813], [0.607, -2.443, 3.230], [0.401, -2.096, 4.377], [3.129, 1.358, 2.119], [2.815, 2.623, 1.660], [-1.197, 5.669, -6.079], [0.018, 4.440, -6.470], [-1.610, 3.959, -5.961], [0.022, 3.686, -4.090], [0.451, 5.410, -4.227], [-2.261, 4.949, -1.733], [-0.911, 3.804, -1.981], [-0.553, 6.838, -1.929], [0.725, 5.617, -1.834], [0.281, 6.626, 0.375], [-1.420, 6.098, 0.289], [-0.586, 3.815, 0.426], [-0.528, 2.567, 2.190], [0.038, 0.332, 3.006], [3.510, -1.091, 2.919], [2.243, -0.925, 4.174], [1.428, -3.392, -0.401], [-1.589, -4.122, 3.876], [-3.244, -6.138, 2.761], [-3.560, -7.418, 0.660], [-1.588, -6.119, -3.053], [-1.927, -7.844, -3.335], [-0.457, -7.366, -2.451], [-0.316, -5.352, -1.215], [4.153, 1.017, 2.102], [3.584, 3.287, 1.297]], "nbo_charge": [-0.62, -0.06, -0.54, -0.06, -0.44, -0.22, -0.62, 0.67, -0.62, -0.14, -0.20, -0.17, -0.03, -0.26, -0.44, 0.28, -0.21, -0.55, 0.14, -0.02, -0.49, 0.14, -0.21, -0.23, 0.29, -0.49, -0.25, -0.30, -0.05, 0.65, -0.60, -0.18, -0.17, 0.21, 0.21, 0.21, 0.16, 0.16, 0.18, 0.16, 0.22, 0.21, 0.24, 0.19, 0.39, 0.21, 0.21, 0.24, 0.26, 0.44, 0.43, 0.22, 0.23, 0.18, 0.20, 0.18, 0.22, 0.22, 0.24]}


No. 3
{"formula": "C22H53Cl4O12P3", "method": "ωB97M-V/def2-TZVPD", "de_lowest_kcal_mol": 21.1, "homo_lumo_gap_ha": 0.39840, "smiles": "CCOP(=O)(OCC)OCC.CCOP(=O)(OCC)OCC.CCOP(=O)(OCC)OCC.ClCCCl.ClCCCl", "total_charge": 0, "energy_ev": -126207.886, "spin_multiplicity": 1, "lumo_energy_ev": 0.55, "elements": ["C", "C", "O", "P", "O", "O", "C", "C", "O", "C", "C", "H", "H", "H", "H", "H", "H", "H", "H", "H", "H", "H", "H", "H", "H", "H", "C", "C", "O", "P", "O", "O", "C", "C", "O", "C", "C", "H", "H", "H", "H", "H", "H", "H", "H", "H", "H", "H", "H", "H", "H", "H", "C", "C", "O", "P", "O", "O", "C", "C", "O", "C", "C", "H", "H", "H", "H", "H", "H", "H", "H", "H", "H", "H", "H", "H", "H", "H", "Cl", "C", "C", "Cl", "H", "H", "H", "H", "Cl", "C", "C", "Cl", "H", "H", "H", "H"], "coordinates": [[7.722, 0.599, 4.256], [6.792, -0.139, 3.333], [6.587, 0.681, 2.145], [5.189, 1.442, 2.162], [4.659, 1.770, 3.479], [4.215, 0.611, 1.240], [4.662, 0.033, 0.025], [4.802, -1.424, 0.369], [5.491, 2.709, 1.243], [6.670, 3.462, 1.319], [7.620, 2.962, 0.219], [8.694, 0.871, 3.828], [7.246, 1.537, 4.589], [7.902, 0.010, 5.160], [7.239, -1.096, 2.934], [5.801, -0.375, 3.766], [3.811, 0.289, -0.606], [5.508, 0.552, -0.400], [4.769, -2.015, -0.539], [5.754, -1.590, 0.896], [3.917, -1.680, 0.979], [6.375, 4.478, 1.160], [7.069, 3.398, 2.338], [8.599, 3.505, 0.250], [7.779, 1.885, 0.314], [7.208, 3.170, -0.762], [-4.238, -7.228, -2.942], [-3.750, -6.267, -1.790], [-4.698, -5.246, -1.603], [-5.705, -5.234, -0.412], [-6.602, -4.133, -0.508], [-6.278, -6.723, -0.424], [-7.536, -6.834, -1.122], [-7.989, -8.292, -0.843], [-4.849, -5.353, 0.969], [-4.379, -4.117, 1.486], [-3.803, -4.432, 2.841], [-4.268, -6.681, -3.897], [-3.424, -8.039, -2.945], [-5.213, -7.704, -2.769], [-3.598, -6.848, -0.840], [-2.837, -5.764, -2.184], [-8.150, -6.031, -0.673], [-7.241, -6.625, -2.170], [-8.786, -8.630, -1.505], [-7.111, -8.939, -0.924], [-8.414, -8.388, 0.184], [-3.632, -3.635, 0.804], [-5.261, -3.412, 1.601], [-3.545, -3.484, 3.281], [-4.563, -4.928, 3.493], [-2.927, -5.129, 2.796], [1.378, 3.961, -4.351], [-0.085, 3.484, -4.198], [-0.511, 3.844, -2.830], [-2.046, 4.358, -2.801], [-2.352, 5.155, -4.021], [-2.928, 3.128, -2.624], [-2.933, 2.201, -1.492], [-2.859, 0.790, -2.094], [-2.108, 5.077, -1.371], [-1.191, 6.200, -1.195], [-1.150, 6.417, 0.273], [1.702, 3.777, -5.386], [1.381, 5.006, -4.204], [2.119, 3.405, -3.744], [-0.708, 3.912, -4.943], [-0.222, 2.408, -4.269], [-2.090, 2.468, -0.877], [-3.867, 2.335, -0.949], [-3.560, 0.909, -2.964], [-1.891, 0.491, -2.478], [-3.128, 0.046, -1.361], [-0.238, 5.844, -1.671], [-1.491, 7.087, -1.753], [-1.019, 5.479, 0.835], [-0.323, 7.063, 0.549], [-2.152, 6.795, 0.575], [0.553, 3.497, 2.766], [1.921, 3.781, 1.628], [1.351, 3.874, 0.242], [2.718, 4.123, -0.888], [2.486, 2.897, 1.771], [2.487, 4.647, 1.968], [0.774, 4.743, 0.131], [0.728, 3.065, -0.033], [-2.329, -0.933, 1.927], [-1.182, 0.337, 2.472], [0.229, -0.157, 2.277], [0.817, 0.018, 0.571], [-1.260, 0.406, 3.524], [-1.429, 1.287, 1.925], [0.252, -1.200, 2.518], [0.875, 0.424, 2.944]], "lowdin_charge": [-0.08, -0.26, -0.21, 0.36, -0.21, -0.21, -0.27, -0.05, -0.20, -0.26, -0.06, 0.08, 0.08, 0.08, 0.13, 0.12, 0.11, 0.11, 0.08, 0.08, 0.09, 0.11, 0.12, 0.09, 0.06, 0.07, -0.07, -0.26, -0.18, 0.35, -0.18, -0.22, -0.25, -0.06, -0.19, -0.32, -0.09, 0.07, 0.10, 0.05, 0.13, 0.13, 0.12, 0.12, 0.07, 0.07, 0.09, 0.12, 0.13, 0.04, 0.09, 0.09, -0.07, -0.23, -0.22, 0.36, -0.24, -0.17, -0.21, -0.05, -0.19, -0.26, -0.09, 0.08, 0.06, 0.06, 0.09, 0.11, 0.10, 0.12, 0.10, 0.07, 0.06, 0.11, 0.12, 0.06, 0.09, 0.10, 0.58, -0.61, -0.64, 0.60, 0.02, 0.09, 0.00, 0.04, 0.56, -0.65, -0.64, 0.55, 0.06, 0.07, 0.05, 0.07]}


No. 4
{"formula": "C40H39N2", "method": "ωB97M-V/def2-TZVPD", "de_lowest_kcal_mol": 21.7, "homo_lumo_gap_ha": 0.19744, "total_charge": 1, "energy_ev": -45086.357, "spin_multiplicity": 1, "lumo_energy_ev": -4.91, "elements": ["C", "C", "C", "C", "C", "C", "C", "C", "C", "C", "C", "C", "C", "C", "C", "C", "C", "C", "C", "C", "C", "N", "C", "C", "H", "H", "H", "H", "H", "H", "H", "H", "H", "H", "H", "H", "H", "H", "H", "H", "H", "H", "H", "H", "H", "H", "H", "C", "C", "N", "C", "C", "C", "C", "C", "C", "C", "C", "C", "C", "C", "C", "C", "C", "C", "H", "H", "H", "H", "H", "H", "H", "H", "H", "H", "H", "H", "H", "H", "H", "H"], "coordinates": [[-0.379, -3.587, 2.385], [-0.743, -2.410, 3.038], [-0.281, -1.170, 2.571], [0.493, -1.115, 1.407], [0.855, 0.192, 0.703], [0.624, 1.421, 1.591], [1.647, 2.086, 2.285], [1.402, 3.346, 2.851], [0.141, 3.950, 2.744], [-0.875, 3.282, 2.063], [-0.659, 1.962, 1.680], [2.364, 0.188, 0.325], [3.298, -0.589, 1.029], [4.662, -0.511, 0.729], [5.124, 0.390, -0.235], [4.198, 1.185, -0.916], [2.830, 1.093, -0.633], [-0.022, 0.255, -0.606], [-0.944, -0.927, -1.001], [-1.777, -0.315, -2.141], [-1.754, 1.201, -1.918], [-0.916, 1.362, -0.728], [0.915, -2.314, 0.810], [0.480, -3.550, 1.282], [-0.746, -4.550, 2.741], [-1.386, -2.426, 3.925], [-0.545, -0.255, 3.106], [2.645, 1.639, 2.357], [2.225, 3.866, 3.348], [-0.065, 4.928, 3.182], [-1.809, 3.774, 1.788], [-1.511, 1.371, 1.351], [2.982, -1.273, 1.818], [5.360, -1.161, 1.260], [6.193, 0.470, -0.454], [4.537, 1.891, -1.674], [2.123, 1.737, -1.162], [0.694, 0.292, -1.450], [-0.390, -1.827, -1.300], [-1.609, -1.181, -0.161], [-1.278, -0.525, -3.095], [-2.798, -0.712, -2.183], [-1.301, 1.721, -2.787], [-2.754, 1.632, -1.764], [-0.534, 2.302, -0.641], [1.584, -2.283, -0.057], [0.809, -4.457, 0.774], [-2.498, 0.520, 5.317], [-2.986, 1.682, 4.562], [-3.192, 2.899, 5.120], [-3.707, 3.791, 4.179], [-3.875, 3.072, 2.970], [-4.320, 3.733, 1.828], [-4.569, 5.105, 1.912], [-4.394, 5.809, 3.115], [-3.956, 5.157, 4.277], [-3.380, 1.722, 3.202], [-3.380, 0.662, 2.270], [-4.553, 0.320, 1.533], [-5.814, 0.894, 1.847], [-6.961, 0.495, 1.175], [-6.908, -0.524, 0.217], [-8.152, -0.909, -0.506], [-5.678, -1.143, -0.066], [-4.516, -0.738, 0.576], [-2.880, -0.393, 4.841], [-1.397, 0.475, 5.320], [-2.833, 0.551, 6.365], [-3.000, 3.106, 6.098], [-4.471, 3.164, 0.905], [-4.909, 5.650, 1.027], [-4.583, 6.883, 3.142], [-3.835, 5.654, 5.237], [-2.583, -0.092, 2.346], [-5.896, 1.628, 2.651], [-7.919, 0.967, 1.392], [-8.033, -1.871, -1.012], [-9.017, -0.950, 0.169], [-8.385, -0.154, -1.271], [-5.633, -1.941, -0.815], [-3.560, -1.244, 0.406]], "lowdin_charge": [-0.08, -0.08, -0.04, -0.18, -0.21, -0.15, 0.00, -0.07, -0.08, -0.07, -0.08, -0.18, -0.05, -0.07, -0.08, -0.07, -0.04, -0.26, -0.12, -0.16, -0.18, -0.05, -0.07, -0.05, 0.11, 0.10, 0.09, 0.12, 0.11, 0.10, 0.10, 0.08, 0.12, 0.11, 0.11, 0.11, 0.12, 0.14, 0.12, 0.09, 0.11, 0.10, 0.12, 0.10, 0.13, 0.13, 0.11, 0.01, -0.19, 0.18, -0.18, -0.17, -0.04, -0.06, -0.06, 0.01, -0.13, 0.10, -0.18, 0.01, -0.01, -0.24, -0.03, -0.01, 0.02, 0.09, 0.11, 0.10, 0.19, 0.13, 0.11, 0.11, 0.12, 0.11, 0.13, 0.13, 0.09, 0.09, 0.10, 0.13, 0.11]}


No. 5
{"formula": "C17H12BrFeN2O3", "method": "ωB97M-V/def2-TZVPD", "de_lowest_kcal_mol": 0.0, "homo_lumo_gap_ha": [0.20005, 0.21516], "total_charge": 1, "energy_ev": -131362.441, "spin_multiplicity": 5, "lumo_energy_ev": [-4.07, -6.02], "elements": ["C", "N", "N", "C", "C", "C", "C", "Br", "C", "C", "H", "H", "H", "H", "H", "O", "C", "Fe", "C", "O", "C", "O", "C", "C", "C", "C", "C", "C", "C", "H", "H", "H", "H", "H", "H", "H"], "coordinates": [[0.791, 1.058, 2.114], [-0.042, 2.096, 2.145], [-1.113, 2.561, 2.100], [2.190, 1.275, 2.216], [3.087, 0.176, 2.283], [4.460, 0.386, 2.310], [4.964, 1.698, 2.270], [6.837, 1.976, 2.247], [4.091, 2.801, 2.244], [2.712, 2.590, 2.233], [0.389, 0.036, 2.061], [2.665, -0.830, 2.313], [5.144, -0.454, 2.355], [4.488, 3.810, 2.231], [2.032, 3.444, 2.230], [-4.403, -3.636, -1.318], [-3.612, -2.788, -1.398], [-2.482, -1.433, -1.151], [-3.686, -0.883, 0.043], [-4.511, -0.768, 0.855], [-1.662, -2.310, 0.158], [-1.500, -2.951, 1.118], [-1.339, 0.250, -0.989], [-0.107, -0.250, -1.529], [-0.098, -1.332, -2.351], [-1.323, -1.988, -2.715], [-2.407, -1.285, -3.309], [-2.687, 0.059, -3.083], [-2.452, 0.584, -1.807], [-1.318, 0.698, 0.016], [0.822, 0.196, -1.154], [0.839, -1.810, -2.661], [-1.289, -3.076, -2.878], [-3.025, -1.855, -4.009], [-3.337, 0.600, -3.775], [-3.119, 1.358, -1.417]], "lowdin_spin": [0.41, 0.37, 0.80, 0.03, 0.10, -0.02, 0.12, 0.04, -0.02, 0.11, 0.04, 0.01, 0.00, 0.00, 0.01, 0.00, 0.01, 0.85, 0.01, 0.00, 0.04, 0.01, 0.16, 0.16, 0.16, 0.18, 0.04, 0.29, 0.05, 0.01, 0.01, 0.01, 0.00, 0.01, 0.01, 0.01]}


No. 6
{"formula": "C2H2Cl2N2", "method": "ωB97M-V/def2-TZVPD", "de_lowest_kcal_mol": 0.0, "homo_lumo_gap_ha": [0.29990, 0.30067], "total_charge": 0, "energy_ev": -30126.192, "spin_multiplicity": 3, "lumo_energy_ev": [0.71, -3.05], "elements": ["C", "C", "N", "N", "Cl", "Cl", "H", "H"], "coordinates": [[0.512, 0.422, 0.080], [-0.441, -0.629, -0.373], [0.885, 0.599, 1.453], [0.191, 1.533, 1.035], [1.607, 0.851, -1.185], [-1.727, -0.804, 0.850], [0.074, -1.568, -0.612], [-1.100, -0.403, -1.249]], "lowdin_spin": [0.31, 0.03, 0.75, 0.76, 0.11, 0.01, 0.01, 0.01]}


No. 7
{"formula": "C9H14N2PZr", "method": "ωB97M-V/def2-TZVPD", "de_lowest_kcal_mol": 24.2, "homo_lumo_gap_ha": [0.14007, 0.14095], "total_charge": 1, "energy_ev": -23094.461, "spin_multiplicity": 1, "lumo_energy_ev": [-5.09, -5.10], "elements": ["C", "C", "C", "C", "C", "Zr", "P", "H", "H", "H", "H", "H", "H", "H", "H", "C", "C", "N", "C", "C", "N", "H", "H", "H", "H", "H", "H"], "coordinates": [[0.907, -2.261, -0.988], [1.249, -2.539, -2.350], [0.036, -2.602, -3.112], [-1.061, -2.422, -2.211], [-0.535, -2.157, -0.898], [-0.096, -0.368, 1.944], [2.316, 0.242, 2.010], [1.582, -2.201, -0.137], [2.273, -2.657, -2.707], [-0.044, -2.744, -4.173], [-1.108, -2.063, 0.039], [-2.126, -2.410, -2.410], [2.846, 1.499, 1.592], [3.317, -0.613, 1.395], [2.834, 0.169, 3.357], [-1.287, 1.465, 2.561], [-0.887, 1.741, 1.102], [-0.406, 0.808, 0.218], [-0.368, 1.454, -1.035], [-0.902, 2.688, -0.901], [-1.246, 2.818, 0.446], [-0.605, 1.967, 3.265], [-2.339, 1.769, 2.641], [-1.617, 0.333, 2.979], [0.034, 0.961, -1.904], [-1.086, 3.486, -1.601], [-1.682, 3.636, 0.878]], "nbo_charge": [-0.39, -0.31, -0.28, -0.32, -0.37, 1.38, -0.06, 0.16, 0.21, 0.22, 0.13, 0.21, 0.09, 0.12, 0.05, -0.79, 0.31, -0.54, -0.02, -0.05, -0.47, 0.28, 0.28, 0.18, 0.29, 0.26, 0.45]}